ORCA calculation (the ωB97M-V functional and the def2-TZVPD basis) on a structure of composition C20H25MoN4O8S at a distorted geometry.

Each line ends with the Mulliken charge.
Positions of all 59 atoms, in Å:
H  0.9742  -2.5880  -1.5457  0.68
O  1.4244  -0.6535  -0.8250  -0.09
C  3.7417  -0.9309  -0.5945  -0.89
O  -0.3961  -3.6427  1.6378  -0.25
H  -1.1137  -1.7281  -6.5622  0.33
H  -1.7399  4.8287  -3.0288  0.45
C  0.1115  0.4678  -5.9884  -0.19
H  -3.7883  3.6774  -3.7503  0.49
O  0.3097  0.4878  1.2115  -0.38
C  -1.0831  -1.6746  -5.4777  -0.75
H  0.5083  4.4903  0.7194  0.21
H  -1.5689  6.4055  -0.5094  0.51
N  -1.1011  1.9444  -0.5172  1.02
O  -3.4640  4.9538  0.6120  -0.42
O  -0.7563  -1.7746  0.2607  -0.53
H  -0.4594  -2.4733  -5.0824  0.35
H  -2.0937  -1.7294  -5.0811  0.37
C  -3.3898  3.4489  -2.7641  -0.98
H  -3.8948  2.5314  1.0775  0.36
H  -0.8057  5.3091  1.5919  0.33
Mo  -0.6267  -0.0825  -0.2654  0.36
H  4.5369  -1.1696  0.1104  0.39
C  1.6927  -2.1232  -0.8711  -0.15
C  -2.5028  4.5883  -2.2870  -1.27
N  0.1470  1.3756  -3.9981  0.44
C  -0.8895  5.5540  -0.5683  -1.22
C  1.5508  -2.4919  0.6170  0.27
O  0.1100  3.1607  -1.9540  -0.91
H  -4.2474  3.2838  -2.1113  0.31
H  1.0287  2.4649  -5.6107  0.54
C  -2.8082  4.1051  0.1160  -0.28
C  -1.7442  4.3233  -0.9497  2.13
C  0.9745  -0.5081  2.0749  -0.18
H  -0.2045  5.7383  -1.3972  0.49
H  3.2372  -2.1047  -2.3777  0.34
C  -0.8297  3.1361  -1.1883  -0.66
C  -0.1307  5.3780  0.7372  -1.15
H  -3.0919  5.4929  -2.1295  0.49
H  0.5233  6.2310  0.9094  0.50
C  -0.4752  0.1830  -3.8833  0.15
N  -3.0772  2.7210  0.4983  0.14
H  2.8997  -1.4078  2.0165  0.62
H  3.6121  -3.1080  -0.9844  0.43
H  0.2402  2.0450  -3.2210  0.10
C  -2.2427  1.7754  0.1673  0.61
H  4.1402  -0.2202  -1.3145  0.39
C  0.5215  1.5753  -5.2803  -0.42
O  -2.3850  0.5103  0.4671  -0.58
C  0.1369  -2.8498  1.0044  -0.32
O  0.5182  -0.7138  3.1262  -0.35
N  -0.4904  -0.3742  -5.1176  0.14
H  0.2057  0.2412  -7.0369  0.49
C  3.1490  -2.1732  -1.2958  -0.92
H  2.5665  0.7321  0.2956  0.64
H  -2.8417  2.5009  -2.8515  0.06
H  2.1517  -3.3659  0.8789  0.78
C  2.0935  -1.1789  1.3168  0.15
C  2.5404  -0.3422  0.1215  -0.17
S  -1.1728  -0.5641  -2.5132  0.02

Values from the calculation:
Charge   +3
Kohn-Sham gap (alpha / beta)   6.6 / 5.4 eV
Relative energy (zero: lowest compared OMol25 entry of this formula, charge and spin)   20.5 kcal/mol
LUMO (alpha / beta)   -12.3 / -13.3 eV
Multiplicity   1
Energy   -2063.48186 Ha